Entry 1:
Molecular formula: C41H35ClN2Si2Sn
Method: DFT, wB97M-V/def2-TZVPD

Atoms and positions in Å:
C -2.78520 -0.88831 3.35173
C -3.71787 -0.28694 2.45577
C -3.87203 -1.17469 1.31710
H -4.31381 0.60193 2.66404
C -2.95572 -2.28649 1.51907
C -2.33094 -2.10240 2.78938
H -1.71995 -2.84185 3.30563
H -2.55127 -0.53932 4.35697
H -4.64636 -1.11704 0.55781
H -2.84907 -3.15804 0.87473
Sn -1.75548 -0.14641 0.87522
Si -0.79020 -0.78573 -1.58018
C -0.66214 0.78979 -2.62455
C 0.37643 0.83464 -3.55841
H 1.19172 0.10335 -3.49196
C 0.37785 1.78519 -4.58003
H 1.21200 1.79977 -5.28675
C -0.66410 2.70826 -4.67198
H -0.66094 3.44581 -5.47576
C -1.69150 2.68434 -3.72413
H -2.49940 3.41558 -3.78858
C -1.67661 1.75388 -2.68014
H -2.45373 1.76846 -1.91436
C -0.81841 -1.90822 -3.14203
C -1.91813 -1.80367 -4.01487
H -2.81136 -1.25657 -3.69628
C -1.83656 -2.32955 -5.30847
H -2.65059 -2.15555 -6.01071
C -0.72410 -3.07814 -5.71725
H -0.67941 -3.52752 -6.71403
C 0.34137 -3.23395 -4.82563
H 1.21643 -3.82233 -5.09731
C 0.31703 -2.59644 -3.57081
H 1.19950 -2.61861 -2.93669
H -2.21493 -0.99433 -1.15467
Si 2.89616 0.67593 -0.80151
C 2.15028 -1.01494 -1.14638
C 0.80086 -1.44955 -0.61642
H 0.72803 -1.02226 0.40286
C 0.61110 -2.92627 -0.56696
H -0.41375 -3.31981 -0.50139
C 1.68069 -3.79099 -0.61373
H 1.55020 -4.84642 -0.37348
C 2.94165 -3.34270 -1.03469
H 3.77151 -4.04719 -1.12393
C 3.12857 -1.98600 -1.33995
H 4.11191 -1.67126 -1.69521
C 1.71015 2.11139 -0.84114
C 0.73875 2.33558 0.14091
H 0.66747 1.66792 1.00344
C -0.15433 3.40315 0.01182
H -0.99270 3.49452 0.71185
C 0.00521 4.33511 -1.01113
H -0.68912 5.17109 -1.10586
C 1.03318 4.16516 -1.94802
H 1.14399 4.87017 -2.77617
C 1.88360 3.06528 -1.85189
H 2.68012 2.91431 -2.58274
H 3.92269 0.89897 -1.71670
Cl 3.54424 0.64242 1.17410
C 1.97028 -2.59300 3.42832
C 0.89875 -2.20880 2.61444
N 0.36622 -0.98227 2.61277
C 0.73695 -0.10449 3.57251
C 1.79985 -0.42529 4.47410
C 2.44411 -1.67578 4.34703
C 2.12492 0.50918 5.49588
C 1.38795 1.65534 5.68769
C 0.28388 1.99148 4.85033
C -0.53117 3.12578 5.06420
C -1.57831 3.38821 4.19922
C -1.81160 2.50286 3.13671
N -1.04148 1.43328 2.90559
C -0.01924 1.13647 3.74682
H 2.37764 -3.59413 3.30950
H 0.47933 -2.93172 1.91331
H 3.27863 -1.91226 5.00866
H 2.96731 0.27865 6.14911
H 1.63125 2.33921 6.50305
H -0.31393 3.77742 5.91543
H -2.22919 4.24964 4.30636
H -2.65513 2.66774 2.45943

Summary:
HOMO energy	-13.38	eV
frontier orbital gap	5.51	eV
electronic energy	-2945.79598	Eh
charge	+2
relative energy (zero: lowest compared OMol25 entry of this formula, charge and spin)	0.000	eV


Entry 2:
Molecular formula: C41H36AsCaNO3S2
Method: DFT, wB97M-V/def2-TZVPD

Atoms and positions in Å:
Ca -1.39104 -0.49297 0.51824
C -2.66086 -1.84450 3.87204
C -1.42501 -2.29146 3.14566
C -1.53193 -3.03989 1.97831
C -0.39968 -3.46597 1.28006
C -0.54855 -4.24084 0.00170
C 0.85062 -3.13357 1.78142
C 0.99097 -2.36635 2.93487
C 2.35834 -1.97306 3.41886
C -0.15260 -1.95207 3.60391
H -3.32907 -1.29736 3.20387
H -2.40918 -1.20873 4.72040
H -3.22005 -2.70512 4.24372
H -2.51416 -3.27199 1.58137
H -1.12730 -3.66911 -0.72697
H -1.07830 -5.17980 0.17227
H 0.42419 -4.47407 -0.43110
H 1.73572 -3.46657 1.24960
H 2.83066 -1.27037 2.72679
H 3.01391 -2.84189 3.49455
H 2.31372 -1.49531 4.39705
H -0.06069 -1.34682 4.49981
O -2.56266 -1.62398 -1.07050
C -3.53857 -0.99500 -0.56842
O -3.69711 -0.93144 0.67869
C -4.31668 -0.08880 -1.46961
C -5.46940 -0.51136 -2.11149
C -6.14823 0.34262 -2.96942
C -5.65161 1.62136 -3.17703
C -4.49823 2.04090 -2.53464
C -3.79980 1.20262 -1.66355
S -2.32716 1.80252 -0.86840
H -5.83409 -1.51675 -1.93837
H -7.04934 0.01393 -3.47041
H -6.16579 2.30437 -3.84199
H -4.12066 3.04192 -2.70289
S -2.47317 3.14868 3.56093
C -2.53254 1.66975 2.68685
N -1.41416 1.03855 2.54347
C -0.37640 1.74667 3.12525
C 0.96481 1.35683 3.09874
C 1.89037 2.16948 3.71476
C 1.49691 3.35773 4.35010
C 0.17760 3.75407 4.37265
C -0.76482 2.93587 3.74763
H -3.45672 1.30296 2.25913
H 1.24807 0.44830 2.58321
H 2.93653 1.89145 3.71023
H 2.24501 3.97636 4.82805
H -0.11300 4.67702 4.85560
O 0.78411 -0.44168 -0.01069
As 1.56799 0.15374 -1.36984
C 0.78831 -0.55339 -2.96452
C -0.56150 -0.33036 -3.21711
C -1.15322 -0.91841 -4.32472
C -0.40211 -1.71463 -5.17529
C 0.94504 -1.93327 -4.92192
C 1.54528 -1.35592 -3.81347
C 3.39784 -0.39773 -1.28165
C 4.34944 0.17803 -2.11830
C 5.67097 -0.23225 -2.03478
C 6.03797 -1.20455 -1.11417
C 5.08929 -1.76834 -0.27577
C 3.76260 -1.36518 -0.35660
C 1.50863 2.06103 -1.29864
C 0.84240 2.80400 -2.26379
C 0.73250 4.17981 -2.11129
C 1.27847 4.79936 -1.00069
C 1.93978 4.05194 -0.03369
C 2.05769 2.68090 -0.18093
H -1.15851 0.28775 -2.55034
H -2.20798 -0.75475 -4.50157
H -0.86954 -2.17353 -6.03676
H 1.53074 -2.55983 -5.58168
H 2.59435 -1.54550 -3.61830
H 4.06865 0.94585 -2.83075
H 6.41278 0.21191 -2.68484
H 7.07033 -1.52159 -1.04752
H 5.37483 -2.52244 0.44564
H 3.00917 -1.79135 0.29544
H 0.38280 2.31947 -3.11562
H 0.19816 4.75629 -2.85390
H 1.18179 5.86978 -0.87707
H 2.35313 4.53399 0.84274
H 2.55889 2.10198 0.58735

Summary:
HOMO energy	-6.54	eV
frontier orbital gap	6.98	eV
electronic energy	-5574.39773	Eh
relative energy (zero: lowest compared OMol25 entry of this formula, charge and spin)	0.081	eV


Entry 3:
Molecular formula: C41H36GeN5O3RbS2
Method: DFT, wB97M-V/def2-TZVPD

Atoms and positions in Å:
Rb -1.14388 0.81711 -3.62637
N -2.94226 1.86513 -0.99443
C -4.19298 2.47719 -1.45719
C -4.75590 1.69955 -2.63316
C -3.73907 1.58644 -3.78615
O -3.06774 2.61029 -4.06342
O -3.64686 0.46071 -4.34432
H -3.11096 0.90377 -0.71752
H -2.58644 2.33454 -0.16906
H -3.97015 3.49274 -1.78767
H -4.95232 2.53906 -0.66557
H -5.64581 2.20483 -3.02037
H -5.03684 0.68762 -2.32827
S 1.75812 -6.93522 -1.24928
N 2.64603 -5.64650 -1.81392
C 1.78163 -4.62510 -1.89685
C 2.10963 -3.29455 -2.31789
C 3.42436 -2.92345 -2.65067
C 3.69151 -1.63194 -3.01461
C 2.62013 -0.72279 -3.07815
N 1.37569 -1.03479 -2.78547
C 1.09831 -2.29850 -2.38228
C -0.25286 -2.62190 -1.98564
N -1.20079 -1.65941 -2.06493
C -2.41872 -1.92774 -1.65078
C -2.80610 -3.16898 -1.11731
C -1.87214 -4.16860 -1.06482
C -0.56315 -3.92408 -1.51775
C 0.45310 -4.93875 -1.49689
N 0.26986 -6.20519 -1.10602
H 4.20195 -3.67553 -2.60174
H 4.69678 -1.30481 -3.25370
H 2.80236 0.30046 -3.39299
H -3.14756 -1.12508 -1.75825
H -3.81844 -3.32057 -0.76257
H -2.10841 -5.15692 -0.68820
C 0.77150 4.32524 -2.18195
S 1.16051 2.62730 -2.65928
O 1.40152 2.65766 -4.13628
C 2.79920 2.61943 -1.89029
C 2.94886 2.44245 -0.52220
C 4.23193 2.41197 0.01138
C 5.34303 2.54128 -0.81366
C 5.17573 2.70302 -2.18392
C 3.89801 2.74330 -2.72616
H 1.62004 4.96439 -2.41907
H 0.54376 4.32086 -1.10926
H -0.10870 4.59982 -2.76702
H 2.07170 2.33712 0.12442
H 4.35751 2.28129 1.08153
H 6.34133 2.49790 -0.39306
H 6.04171 2.78188 -2.83089
H 3.73390 2.85610 -3.79370
C -0.09142 2.27651 0.84672
Ge -0.30625 0.71240 1.91472
C -2.22519 0.31483 2.30382
C -2.93779 -0.63620 1.56554
C -4.31552 -0.77722 1.69984
C -5.01645 0.04758 2.57102
C -4.32799 1.00392 3.31038
C -2.94919 1.13072 3.17665
C 0.35973 1.15978 3.74595
C 1.02706 2.35983 3.99483
C 1.47971 2.68677 5.27110
C 1.26534 1.81321 6.33104
C 0.60942 0.60685 6.10142
C 0.16941 0.28764 4.82160
C 0.54876 -1.06117 1.67989
C -0.00234 -2.26597 2.11549
C 0.70322 -3.46097 2.00560
C 1.98776 -3.46813 1.47471
C 2.55366 -2.27612 1.03576
C 1.83303 -1.09058 1.12403
H -0.49573 2.09961 -0.16069
H -2.40096 -1.28150 0.87300
H -4.84452 -1.52732 1.12109
H -6.09068 -0.05181 2.67137
H -4.86916 1.65340 3.98909
H -2.42095 1.88000 3.75929
H 1.17223 3.04914 3.16545
H 1.99492 3.62533 5.44457
H 1.60196 2.07016 7.32895
H 0.44236 -0.08074 6.92369
H -0.33497 -0.66139 4.65393
H -1.00337 -2.28134 2.54230
H 0.24864 -4.39142 2.32300
H 2.53566 -4.39958 1.38483
H 3.54895 -2.27578 0.60611
H 2.26901 -0.17043 0.73754

Summary:
HOMO energy (spin up / spin down)	-2.13 / -0.04	eV
frontier orbital gap (spin up / spin down)	5.91 / 3.82	eV
electronic energy	-4980.85011	Eh
charge	-2
relative energy (zero: lowest compared OMol25 entry of this formula, charge and spin)	0.543	eV